# C14H25FO9P

4 unconnected molecules or ions with the total composition C14H25FO9P at a distorted geometry (the ωB97M-V functional and the def2-TZVPD basis, the OMol25 dataset).

Structure (XYZ):
```
50
Properties=species:S:1:pos:R:3:forces:R:3
P -5.370575 -3.697097 0.074889 0.733 0.190 -0.097
F -3.068318 -2.318439 -0.361323 -0.804 -0.857 0.701
O 3.907887 0.987298 -1.499956 0.018 -0.165 -0.425
O -2.286295 3.312153 0.732301 0.161 -0.185 -0.068
O -1.214269 -3.278693 3.512106 -0.287 0.083 -0.277
O -2.710670 -1.624777 3.157808 0.141 -0.253 -0.069
O -0.360767 2.261864 0.192118 -0.375 0.367 -0.749
O -0.523810 -1.235793 2.847523 -0.637 -0.600 0.113
O -1.525310 3.340947 -1.393055 0.040 -0.138 0.751
O 5.384427 0.391952 -3.077582 -0.452 0.125 0.108
O 3.205992 0.636424 -3.615671 0.069 0.023 0.229
C -2.552008 -0.206684 3.021683 -0.492 0.357 -0.124
C -0.487221 1.180656 2.606967 0.453 -0.245 0.683
C 5.370354 1.623021 0.329257 -0.421 0.167 0.078
C -3.541472 -3.344344 0.460647 1.433 -1.272 0.563
C -1.228079 -0.102138 2.320347 0.398 1.122 0.008
C -0.260931 2.991958 -1.969862 0.206 -0.219 -1.060
C 4.082870 0.666853 -2.809831 -0.208 -0.039 -0.449
C 6.136991 0.812805 -1.938539 0.505 -0.205 -0.086
C 0.190383 1.877126 -1.071225 0.652 -0.181 0.061
C -2.790934 -4.724906 0.181051 -1.603 0.388 -0.173
C -1.468886 3.004627 -0.080377 -0.322 0.300 -0.085
C -0.419090 2.585347 -3.417133 -0.340 0.192 -0.151
C -1.454592 -2.153547 3.200990 0.682 -0.188 0.237
C 5.133881 0.678348 -0.827610 0.369 0.416 0.904
H 0.484882 1.173732 2.116577 -0.122 0.040 -0.016
H 6.330985 1.427507 0.807708 -0.042 -0.059 -0.053
H -3.269696 -5.458811 0.896097 0.917 0.662 -0.520
H 5.070644 -0.352934 -0.465372 0.022 0.006 -0.127
H 0.398601 3.862213 -1.892763 -0.022 -0.064 0.115
H 7.010287 0.177396 -1.794408 -0.107 -0.045 -0.192
H -0.222656 0.901601 -1.345735 -0.040 0.100 -0.146
H -2.553522 0.238465 4.019809 0.140 0.010 -0.076
H 5.346206 2.662979 -0.004493 0.106 -0.088 -0.090
H -1.333452 -0.243560 1.238633 -0.071 -0.066 0.048
H -1.144544 1.774445 -3.517911 0.106 -0.036 0.113
H -1.048911 2.041154 2.259821 -0.056 -0.101 0.135
H -3.384874 -3.080628 1.556088 -0.526 0.056 -1.354
H 6.467638 1.842307 -2.103428 -0.084 0.000 0.138
H -6.223284 -3.328207 1.149125 0.164 -0.017 -0.595
H 4.579671 1.515590 1.074706 0.120 -0.086 0.021
H -0.296310 1.291212 3.678373 -0.185 -0.170 0.012
H -3.094813 -5.081023 -0.844883 0.773 0.344 0.837
H -3.368508 0.221667 2.440629 -0.018 -0.173 0.043
H 0.533146 2.263125 -3.841904 0.005 0.022 0.104
H -5.568538 -5.099790 -0.158616 0.098 0.883 0.121
H 1.276073 1.799533 -1.013228 -0.084 -0.002 0.161
H -5.649067 -2.992376 -1.139043 -0.164 -0.354 0.727
H -1.688410 -4.641966 0.314722 -0.977 -0.034 -0.063
H -0.801109 3.421409 -4.006026 0.126 -0.010 0.031
```
Forces are in eV/Å.

Properties
Net charge   +1
Frontier orbital gap   9.1 eV
Lowest unoccupied orbital energy   -3.803 eV
Highest occupied orbital energy   -12.91 eV